The following is a quantum chemistry calculation of the molecule C4H5NO in a non-equilibrium geometry, from OMol25.

For the HOMO-LUMO gap, the calculation gives 10.9 eV. Its multiplicity is 1. The SMILES is CCC(=O)C#N. The energy above the lowest of the compared OMol25 structures with the same formula, charge and spin is 0.731 eV. The value obtained for the electronic energy is -7765.795 eV.

Each line ends with the Löwdin charge.
Element x y z (Å)
C -1.51632 0.26784 -0.18168  -0.09
C -0.08449 -0.16797 -0.50378  -0.18
C 0.81203 -0.05990 0.71002  -0.40
O 0.42628 0.01408 1.84948  0.12
C 2.27122 -0.15643 0.41585  -0.11
N 3.39318 -0.22486 0.13785  0.17
H -1.81419 -0.13390 0.79018  0.08
H -2.22380 -0.06444 -0.94820  0.08
H -1.55797 1.35950 -0.11619  0.08
H 0.36074 0.38681 -1.34041  0.12
H -0.04428 -1.21865 -0.80302  0.13

Force components x, y, z for each atom (eV/Å):
0.17 0.08 -0.02
-0.14 0.24 0.09
-0.21 -0.30 0.26
0.32 0.12 -0.54
1.05 0.03 -0.24
-1.21 0.06 0.31
-0.04 0.02 -0.21
0.20 0.06 0.14
-0.09 -0.16 0.01
-0.08 -0.05 0.21
0.03 -0.11 0.01